Density functional theory data (ωB97M-V with the def2-TZVPD basis set) for 13 unconnected molecules or ions with the total composition C52H78O26 in a non-equilibrium geometry.

Output
HOMO ... -9.55 eV
Energy relative to the best compared isomer or geometry (same formula, charge and spin) ... 3.493 eV

Each line ends with the Löwdin charge.
Atoms and positions in Å:
O 15.874 13.108 1.863  0.0368
C 16.624 13.712 1.042  -0.3943
O 17.710 13.143 0.528  0.0576
C 18.378 14.030 -0.319  -0.1797
C 17.674 15.341 -0.202  -0.1663
C 16.329 15.072 0.388  -0.0618
H 18.325 13.513 -1.277  0.1327
H 19.441 14.135 -0.105  0.1277
H 17.685 15.799 -1.191  0.1247
H 18.291 16.038 0.366  0.1185
H 15.500 15.112 -0.318  0.1027
H 15.978 15.834 1.083  0.1118
O 6.385 16.990 -1.723  0.1201
C 6.773 15.861 -1.800  -0.5446
O 6.120 15.005 -2.522  0.0610
C 6.843 13.821 -2.833  -0.1248
C 8.243 13.988 -2.204  -0.1209
C 8.082 15.272 -1.346  -0.0467
H 6.733 13.488 -3.865  0.1310
H 6.447 12.975 -2.270  0.1113
H 9.038 13.948 -2.947  0.1025
H 8.497 13.171 -1.528  0.0943
H 8.922 15.938 -1.540  0.1213
H 7.968 15.041 -0.287  0.0864
O 13.066 8.300 -3.205  0.0869
C 13.148 8.637 -2.035  -0.4804
O 13.351 9.872 -1.646  0.0513
C 13.626 9.965 -0.277  -0.1671
C 13.958 8.570 0.158  -0.1720
C 13.350 7.669 -0.864  -0.0699
H 12.697 10.317 0.172  0.1095
H 14.461 10.648 -0.123  0.1343
H 13.637 8.350 1.177  0.1121
H 15.043 8.469 0.127  0.1233
H 12.340 7.385 -0.569  0.1004
H 14.001 6.809 -1.020  0.1309
O 4.800 9.530 -0.504  0.0904
C 5.453 10.102 0.375  -0.4177
O 6.636 10.703 0.008  0.0067
C 7.170 11.477 1.044  -0.1740
C 6.061 11.512 2.061  -0.1722
C 5.151 10.333 1.851  -0.0499
H 7.506 12.469 0.742  0.1140
H 7.957 10.931 1.563  0.0954
H 5.462 12.395 1.839  0.1198
H 6.418 11.572 3.089  0.0854
H 4.134 10.571 2.163  0.1332
H 5.493 9.446 2.383  0.1097
O 9.863 13.524 5.231  0.1217
C 8.725 13.700 5.617  -0.4483
O 8.446 14.395 6.739  0.0386
C 6.983 14.373 6.971  -0.0874
C 6.616 13.109 6.204  -0.1919
C 7.441 13.176 5.014  -0.0984
H 6.434 15.245 6.616  0.1277
H 6.805 14.099 8.011  0.1265
H 5.540 13.050 6.035  0.1274
H 6.926 12.220 6.753  0.1097
H 7.000 13.976 4.419  0.1165
H 7.610 12.279 4.418  0.0985
O 12.417 17.956 -1.298  0.0740
C 12.429 17.704 -0.081  -0.4222
O 13.346 16.890 0.491  -0.0030
C 13.435 17.091 1.845  -0.1977
C 12.088 17.620 2.221  -0.1347
C 11.531 18.320 0.978  -0.0431
H 14.274 17.779 1.948  0.1355
H 13.659 16.106 2.255  0.1295
H 12.142 18.241 3.115  0.1242
H 11.429 16.778 2.431  0.1112
H 11.767 19.381 0.896  0.1323
H 10.474 18.141 0.782  0.1227
O 11.074 8.353 9.902  0.1268
C 10.891 9.434 9.429  -0.5052
O 10.272 9.596 8.280  0.0050
C 10.193 10.963 7.904  -0.1626
C 11.243 11.642 8.763  -0.1485
C 11.254 10.799 10.046  -0.0474
H 9.235 11.460 8.056  0.1239
H 10.454 10.986 6.846  0.1211
H 11.029 12.669 9.059  0.1198
H 12.168 11.627 8.187  0.1245
H 10.464 11.101 10.733  0.1261
H 12.194 10.953 10.575  0.1264
O 15.360 13.981 -2.474  0.1008
C 14.166 14.081 -2.357  -0.5534
O 13.455 13.198 -1.751  0.0558
C 12.143 13.715 -1.363  -0.0834
C 11.926 14.826 -2.418  -0.1316
C 13.356 15.337 -2.583  -0.0753
H 12.157 14.156 -0.366  0.1181
H 11.399 12.920 -1.410  0.1212
H 11.259 15.602 -2.041  0.0920
H 11.561 14.511 -3.396  0.1169
H 13.734 16.019 -1.821  0.0988
H 13.659 15.844 -3.499  0.1356
O 14.583 6.752 6.146  0.1173
C 13.444 6.917 5.782  -0.5083
O 13.127 7.689 4.742  0.0604
C 11.775 7.624 4.494  -0.1864
C 11.100 7.168 5.806  -0.1163
C 12.241 6.356 6.438  -0.0617
H 11.557 6.965 3.654  0.1183
H 11.381 8.586 4.167  0.1138
H 10.188 6.581 5.698  0.1041
H 10.829 8.002 6.453  0.0936
H 12.244 5.305 6.147  0.1380
H 12.411 6.545 7.498  0.1327
O 9.573 14.025 1.688  0.0679
C 10.432 13.307 2.182  -0.3926
O 11.678 13.886 2.495  -0.0275
C 12.668 12.968 2.868  -0.1599
C 11.817 11.742 3.291  -0.1249
C 10.520 11.807 2.461  -0.0630
H 13.307 13.278 3.695  0.1273
H 13.394 12.905 2.057  0.1016
H 11.595 11.706 4.358  0.0959
H 12.424 10.842 3.194  0.1067
H 9.609 11.435 2.930  0.0797
H 10.604 11.272 1.515  0.1129
O 11.025 8.493 1.151  0.0728
C 10.028 7.815 0.870  -0.4184
O 9.679 6.699 1.574  0.0201
C 8.366 6.236 1.280  -0.1434
C 7.839 7.254 0.258  -0.1171
C 9.002 8.200 -0.160  -0.0335
H 7.714 6.311 2.151  0.0992
H 8.342 5.198 0.946  0.1274
H 7.004 7.756 0.746  0.0970
H 7.526 6.759 -0.661  0.1182
H 8.736 9.255 -0.229  0.1139
H 9.370 7.873 -1.132  0.1331
O 8.269 9.826 3.712  0.0956
C 7.888 9.220 4.683  -0.4526
O 7.986 9.724 5.902  0.0489
C 7.478 8.810 6.849  -0.1586
C 6.871 7.634 6.128  -0.1506
C 7.252 7.821 4.679  -0.0561
H 6.644 9.262 7.387  0.1290
H 8.244 8.507 7.563  0.1215
H 5.802 7.650 6.341  0.1170
H 7.200 6.649 6.460  0.1215
H 6.385 7.702 4.029  0.1204
H 8.035 7.115 4.401  0.1136
O 7.888 18.111 3.982  0.0816
C 7.272 17.192 3.411  -0.4900
O 6.400 16.461 4.014  0.0286
C 5.481 15.858 3.095  -0.1125
C 6.282 15.789 1.789  -0.1559
C 7.352 16.788 1.969  -0.0904
H 4.620 16.527 3.084  0.1302
H 5.009 14.965 3.505  0.1161
H 5.652 15.973 0.919  0.1186
H 6.792 14.854 1.558  0.0907
H 7.077 17.667 1.386  0.1419
H 8.353 16.469 1.680  0.1159